Formula: C34H36B2F4N9O5V
Source: OMol25
Level of theory: wB97M-V/def2-TZVPD

The geometry in ORCA input format:
```
! RIJCOSX wB97M-V def2-TZVPD def2/J DEFGRID3
* xyz 1 4
V -1.769 -0.045 1.243
F 1.627 1.527 4.002
F 1.027 2.477 2.036
F -4.513 -2.507 0.669
F -6.094 -1.956 2.274
O 0.983 0.109 2.220
O -0.577 1.721 3.513
O -3.854 -1.954 2.894
O -4.802 -0.286 1.335
O 5.818 -0.950 0.935
N -2.546 -1.556 2.664
N -1.340 1.462 -0.274
N -7.088 0.188 -7.198
N -0.116 -0.712 2.226
N -1.587 1.333 2.632
N -3.644 0.406 1.608
N 2.472 0.453 -1.290
N 7.230 -0.369 -0.819
N -1.678 -1.369 -0.271
C -5.159 2.307 2.241
C 8.339 -2.489 -0.245
C -3.875 1.578 2.218
C -2.605 -1.135 -1.328
C 7.656 0.970 -1.340
C -0.331 -1.414 3.370
C -2.853 0.194 -1.822
C -3.060 -2.365 -1.862
C -2.647 2.687 -1.748
C 8.471 0.802 -2.634
C 5.948 -0.498 -0.188
C -3.761 0.240 -2.957
C 2.578 0.380 -2.631
C -5.529 0.296 -5.122
C 8.328 -0.926 -0.012
C -2.276 1.373 -1.320
C -3.483 0.984 -4.118
C -1.952 -3.278 4.375
C 3.559 0.268 -0.524
C -2.668 2.133 2.829
C -2.688 3.320 3.770
C -1.623 -2.752 -0.197
C 0.684 -1.581 4.430
C 4.898 -0.260 -2.458
C -2.060 3.583 -0.814
C -1.674 -2.048 3.521
C -5.002 -0.458 -2.903
C -2.457 -3.388 -1.071
C -5.888 -0.388 -3.952
C -1.228 2.804 0.014
C -6.353 0.182 -6.319
C -4.268 0.926 -5.230
C 4.786 -0.139 -1.069
C 3.777 0.040 -3.282
B 0.784 1.500 2.957
B -4.786 -1.717 1.755
H 9.274 -0.455 -0.293
H 6.827 1.625 -1.490
H -1.668 3.614 3.896
H -3.688 -2.401 -2.698
H -5.407 2.525 1.205
H 7.941 -2.636 -1.261
H 0.295 -2.412 5.071
H -5.004 3.287 2.802
H 7.767 -3.028 0.543
H -3.047 -3.442 4.237
H -3.887 1.497 -6.089
H -2.107 4.662 -0.808
H -1.850 -3.086 5.439
H 5.871 -0.565 -2.818
H -3.101 3.077 4.752
H -3.241 2.908 -2.615
H 8.900 1.762 -2.944
H 9.324 0.156 -2.425
H 0.791 -0.673 5.049
H 8.184 -0.702 1.058
H 9.370 -2.834 -0.228
H -5.224 -1.105 -2.020
H -1.369 -4.214 4.166
H 1.656 -1.878 3.959
H 1.657 0.587 -3.178
H 7.899 0.294 -3.412
H 3.402 0.346 0.548
H 3.746 -0.044 -4.402
H -6.854 -0.950 -4.017
H -2.616 -4.421 -1.209
H -3.378 4.064 3.266
H 8.335 1.498 -0.669
H -5.933 1.775 2.708
H -2.548 1.485 -4.247
H -0.955 -3.171 0.570
H -0.494 3.152 0.820
*
```

Largest force on an atom in hartree/bohr: 0.115
Expectation value of S²: 3.92
Kohn-Sham gap (alpha / beta) in eV: 5.690 / 4.109
E_HOMO (alpha / beta) in eV: -10.87 / -10.87
Total energy in eV: -97397.471